Molecular formula: C15H14FeN3O6S
Method: DFT, wB97M-V/def2-TZVPD

XYZ file:
```
40
Properties=species:S:1:pos:R:3:forces:R:3:lowdin_spin:R:1
C -4.968278 -1.094837 -0.586850 0.54 1.70 -1.18 0.000
C -3.585913 -1.326692 -1.499754 -1.01 -7.84 -0.88 0.003
O -3.369053 -2.622935 -1.858334 -0.41 8.82 2.02 0.009
N -2.620426 -0.231075 -1.885133 0.50 0.85 3.11 0.021
C -3.203295 1.155827 -1.743399 -5.89 2.44 -3.60 0.009
C -2.605375 2.385307 -0.837715 0.46 0.64 -0.81 0.005
O -4.315103 1.423090 -2.481489 7.16 -2.22 4.81 0.004
C -1.260378 -0.376265 -1.247161 2.98 -0.31 1.59 0.250
C -0.923851 -0.509822 0.350260 1.76 0.77 -1.90 -0.166
C -2.125048 -0.539297 1.464001 -3.09 -5.16 1.67 -0.013
O -2.720598 -1.747320 1.669020 3.71 8.24 -1.07 0.064
O -2.584590 0.586303 2.294061 1.95 -3.85 -3.24 0.891
C 0.633582 -0.633624 0.947483 0.10 0.27 -4.14 0.246
C 1.890878 -0.589336 -0.111980 -2.02 0.32 0.02 -0.188
C 3.495683 -0.651128 0.311919 -1.43 0.55 0.60 0.000
C 3.735593 -1.014650 1.902667 0.16 -0.41 -0.21 0.005
C 3.378581 0.218759 2.935390 0.36 0.77 0.42 0.001
C 3.005256 1.637612 2.203982 -6.17 3.38 0.53 0.001
O 1.747086 2.123703 2.379061 7.87 -3.30 -1.36 0.003
O 3.929718 2.470220 1.406302 -2.94 -2.78 0.39 0.000
C 1.606311 -0.450627 -1.750680 -1.57 0.44 -0.59 0.053
N 2.630475 -0.359674 -2.878766 -5.54 -0.40 2.07 -0.141
S 1.627891 -0.195353 -4.342782 -1.57 -0.51 3.57 -0.053
N -0.068668 -0.223326 -3.799126 4.19 -0.37 5.59 0.189
C 0.051075 -0.350838 -2.279556 0.31 -0.07 -1.17 -0.078
H -5.427012 -2.098563 -0.193832 1.44 1.98 -0.91 0.000
H -5.757818 -0.527542 -1.279297 1.78 -1.31 1.50 0.000
H -4.670034 -0.333117 0.254866 -0.79 -1.62 -1.42 0.000
H -2.779985 2.280529 0.319411 0.53 -0.23 -2.34 0.001
H -1.460785 2.555948 -1.119910 -2.36 -0.59 0.93 0.002
H -3.144382 3.403670 -1.148965 0.93 -2.66 0.42 0.000
H 0.850555 -0.753710 2.113290 -0.69 0.42 -2.94 0.008
H 3.942446 -1.568399 -0.304952 1.92 1.64 2.32 0.005
H 4.094000 0.297540 -0.050243 -1.31 -1.95 0.71 -0.005
H 3.028473 -1.936649 2.134661 1.52 1.94 -0.35 0.001
H 4.858170 -1.375430 2.078138 -2.52 0.89 -0.58 0.001
H 2.449232 -0.077442 3.611537 1.94 0.96 -1.65 0.000
H 4.264006 0.455904 3.697818 -1.77 -0.68 -1.86 0.000
H 3.352203 2.787814 0.627237 1.01 -0.27 1.98 0.000
Fe 3.019378 -2.194578 -1.301178 -2.03 -0.50 -2.04 2.873
```
Forces are in eV/Å.

E: -2856.58782 hartree
2S+1: 5
total charge: +1